DFT (wB97M-V/def2-TZVPD) results for the molecule C23H19FN6O at a distorted geometry.

Properties
* ΔE to the lowest compared entry with this formula, charge and spin: 2.1900 eV
* total energy: -37862.15190 eV
* orbital gap: 8.309 eV
* SMILES: Cc1nc([C@@H]2N[C@@H](c3nc(-c4ccc(F)cc4)c[nH]3)Cc3c2[nH]c2ccccc32)no1
* F_max: 6.3 eV Å⁻¹

Structure (ORCA input):
```
! wB97M-V def2-TZVPD RIJCOSX def2/J DEFGRID3
* xyz 0 1
C -2.4945 2.8472 -5.6254
C -1.9873 2.5322 -4.3113
N -1.6748 1.3481 -3.8844
C -1.4337 1.5821 -2.5415
C -1.1338 0.3940 -1.6077
N -0.7384 0.7630 -0.2018
C 0.6499 0.5348 0.1611
C 0.7596 0.7100 1.7119
N -0.1346 0.6911 2.6665
C 0.5692 0.7009 3.8274
C -0.2748 0.7418 5.0607
C 0.4677 1.0724 6.2058
C -0.2001 1.2107 7.3962
C -1.5732 0.7436 7.4526
F -2.1424 0.5936 8.7146
C -2.2741 0.4384 6.2933
C -1.6973 0.4266 5.0631
C 1.9322 0.9817 3.6217
N 2.0556 0.8322 2.2875
C 1.0181 -0.9945 -0.1164
C 0.6879 -1.3641 -1.5621
C -0.2100 -0.6800 -2.3033
N -0.1122 -1.0803 -3.5907
C 0.7136 -2.1703 -3.6235
C 0.9874 -2.8460 -4.7900
C 2.0699 -3.8207 -4.5204
C 2.6945 -4.0142 -3.3358
C 2.3103 -3.3730 -2.2272
C 1.3132 -2.4024 -2.4314
N -1.5765 2.8346 -2.1909
O -1.9007 3.4986 -3.3808
H -2.2208 2.1534 -6.4089
H -3.5829 2.9200 -5.6692
H -2.0830 3.8037 -5.9736
H -2.0132 -0.1370 -1.4912
H -1.2135 0.1574 0.4926
H 1.3037 1.2140 -0.4520
H 1.4873 1.4063 5.9837
H 0.3321 1.5646 8.3047
H -3.3456 0.2752 6.4832
H -2.3436 0.2733 4.2587
H 2.7677 1.1375 4.3159
H 2.7832 1.2900 1.7018
H 0.6411 -1.5894 0.6258
H 2.0675 -1.0817 -0.1030
H -0.6009 -0.7379 -4.4381
H 0.6096 -2.7542 -5.7573
H 2.3757 -4.3527 -5.3755
H 3.4547 -4.7405 -3.3730
H 2.9100 -3.5343 -1.3425
*
```